<A>
The following is a DFT calculation (ωB97M-V/def2-TZVPD) of a cluster of 2 separate species, C5H17N2O in total.

```
25
Properties=species:S:1:pos:R:3
C 0.725 0.912 1.283
N 0.102 -0.153 2.093
C -1.385 0.142 2.233
C 1.255 0.236 0.003
N 0.152 -0.285 -0.886
C 0.000 -1.786 -0.953
C 1.895 1.372 -0.805
H 1.637 1.371 1.729
H 0.015 1.666 0.989
H 0.523 -0.224 3.010
H -1.736 -0.410 3.106
H -1.400 1.179 2.456
H -1.815 -0.053 1.242
H 2.030 -0.501 0.251
H 0.214 0.092 -1.848
H -0.774 0.091 -0.677
H 0.766 -2.172 -1.623
H 0.222 -2.475 -0.159
H -0.927 -2.009 -1.420
H 2.946 1.612 -0.601
H 2.025 1.136 -1.850
H 1.285 2.284 -0.691
H -2.977 -1.378 -2.228
H -2.425 0.032 -2.652
O -2.353 -0.679 -2.004
```

For the frontier orbital gap, the calculation gives 9.6395 eV. Its HOMO energy is -12.642 eV. The LUMO energy comes out at -3.00 eV. As for the net charge: +1. The molar mass is 121.2 g/mol.

<B>
The following is a DFT calculation (ωB97M-V/def2-TZVPD) of a cluster of 2 separate species, C5H17N2O in total.

```
25
Properties=species:S:1:pos:R:3
N -1.688 0.780 1.004
C -0.856 1.944 1.193
C 0.173 2.216 0.132
N 0.837 0.847 -0.070
C 1.247 0.543 -1.530
C 1.326 -1.011 -1.794
C -0.041 -1.736 -2.085
H -0.989 -0.044 0.722
H -2.303 0.605 1.901
H -2.401 1.035 0.293
H -1.462 2.887 1.485
H -0.317 2.050 2.192
H -0.326 2.597 -0.839
H 0.911 2.921 0.468
H 1.586 0.725 0.498
H 2.292 0.838 -1.886
H 0.545 0.943 -2.126
H 1.870 -1.327 -0.789
H 2.077 -1.330 -2.616
H -0.366 -1.912 -3.060
H -0.913 -1.355 -1.505
H 0.076 -2.863 -2.018
H -0.114 -2.435 3.536
H -0.601 -3.831 3.774
O -0.566 -3.087 3.117
```

For the frontier orbital gap, the calculation gives 9.6946 eV. Its HOMO energy is -13.208 eV. The LUMO energy comes out at -3.51 eV. As for the net charge: +1. The molar mass is 121.2 g/mol.

Of all the structures shown, which is most stable? <A>, and <B> is the least stable.